This record from the OMol25 dataset describes a molecular structure, C42H44BeP2. The level of theory is wB97M-V/def2-TZVPD.

```
! wB97M-V def2-TZVPD RIJCOSX def2/J DEFGRID3
* xyz 0 1
Be -1.0259 1.5837 0.3429
C 3.8712 -1.2733 0.6824
C 3.8565 -0.7537 -0.5525
C 4.1201 -1.5618 -1.8027
C 3.4778 -2.9784 -1.8795
C 2.2023 -3.2291 -1.1192
C 2.1669 -3.6554 0.1473
C 3.3530 -3.8036 1.0382
C 4.3799 -2.6511 0.9946
C -2.3382 0.1254 0.1721
H 3.5681 -0.6855 1.5464
H 3.8077 0.3317 -0.7141
H 5.2152 -1.6894 -1.9223
H 3.7896 -0.9815 -2.6815
H 3.2781 -3.1740 -2.9508
H 4.2361 -3.7037 -1.5454
H 1.3025 -3.1865 -1.7343
H 1.2847 -4.1373 0.5558
H 3.8756 -4.7448 0.7897
H 2.9914 -3.9218 2.0678
H 4.8680 -2.6269 1.9840
H 5.1370 -2.9172 0.2455
H -1.6613 0.4360 1.0422
H -3.3180 -0.0495 0.6329
H -2.4937 0.8247 -0.6684
P 0.9602 1.4626 -0.2194
P -1.7367 -1.4259 -0.4829
C 0.8427 -0.1625 -0.9435
C -0.1738 -1.0271 -1.2482
C 1.5636 2.6863 -1.4308
C 2.3813 2.2662 -2.4958
C 2.7912 3.1732 -3.4828
C 2.3269 4.4918 -3.4718
C 1.4965 4.9150 -2.4257
C 1.1567 4.0438 -1.3850
C 1.9705 1.5439 1.3023
C 1.5830 0.7582 2.4095
C 2.0679 1.0571 3.6852
C 2.9824 2.0983 3.8691
C 3.4806 2.7823 2.7540
C 2.9802 2.5115 1.4768
C -2.8042 -2.0215 -1.8011
C -2.9260 -1.2654 -2.9799
C -3.6690 -1.7741 -4.0454
C -4.3012 -3.0151 -3.9354
C -4.2034 -3.7470 -2.7498
C -3.4682 -3.2511 -1.6685
C -1.8000 -2.5186 0.9593
C -2.5926 -2.2171 2.0851
C -2.5257 -3.0185 3.2214
C -1.6046 -4.0661 3.2946
C -0.8421 -4.3874 2.1667
C -0.9813 -3.6580 0.9838
H 1.8255 -0.5022 -1.2985
H 0.0325 -1.6956 -2.1086
H 2.6944 1.2173 -2.5306
H 3.4792 2.8412 -4.2650
H 2.6261 5.1852 -4.2604
H 1.1239 5.9444 -2.4166
H 0.5764 4.4078 -0.5324
H 0.8774 -0.0623 2.2577
H 1.7105 0.4829 4.5400
H 3.3204 2.3582 4.8771
H 4.2483 3.5453 2.8927
H 3.3500 3.0675 0.6131
H -2.4181 -0.2975 -3.0441
H -3.7480 -1.1871 -4.9578
H -4.8796 -3.3972 -4.7721
H -4.7051 -4.7085 -2.6570
H -3.3927 -3.8142 -0.7317
H -3.2644 -1.3590 2.0844
H -3.1889 -2.8050 4.0599
H -1.4938 -4.6290 4.2208
H -0.1403 -5.2175 2.2171
H -0.4488 -3.9328 0.0650
C -1.7250 3.2336 0.3884
C -3.0338 3.6355 0.9287
C -4.0231 4.1647 0.0701
C -5.2313 4.6306 0.5863
C -5.4674 4.5813 1.9694
C -4.4775 4.0857 2.8314
C -3.2567 3.6389 2.3175
H -0.9277 3.6402 1.0214
H -1.6475 3.5743 -0.6477
H -3.7907 4.2407 -0.9935
H -5.9895 5.0303 -0.0930
H -6.4305 4.9023 2.3694
H -4.6438 4.0537 3.9114
H -2.4398 3.3340 2.9742
*
```

Computed properties:
HOMO level (alpha / beta), eV: -4.45 / -4.54
Kohn-Sham gap (alpha / beta), eV: 4.787 / 4.884

This record from the OMol25 dataset describes a molecular structure, C42H44BrCsFN5O5Si. The level of theory is wB97M-V/def2-TZVPD.

```
! wB97M-V def2-TZVPD RIJCOSX def2/J DEFGRID3
* xyz -2 1
Cs -1.0078 -0.3207 -0.6899
C 2.0627 0.5379 0.7108
Si 3.4709 -0.4594 0.1158
C 3.8535 0.0109 -1.8104
N 2.9308 -0.4661 -2.7646
C 1.8805 0.4398 -3.2110
C 2.1979 1.1401 -4.5680
C 3.4667 0.5081 -5.2100
C 3.4211 -1.0305 -5.1193
C 3.1519 -1.5494 -3.6642
C 3.1877 -2.2901 0.3441
C 4.1272 -3.2889 0.0839
C 3.8270 -4.6452 0.1709
C 2.5564 -5.0171 0.5928
C 1.6298 -4.0453 0.9154
C 1.9338 -2.6968 0.7372
C 5.0489 -0.0403 1.0834
C 5.3190 -0.7707 2.2141
C 6.2730 -0.3608 3.1702
C 6.9830 0.7954 2.9355
C 6.7299 1.5596 1.7777
C 5.8303 1.0619 0.8224
H 1.7453 1.5773 0.4690
H 1.5057 0.1493 1.5831
H 4.8806 -0.3754 -1.9545
H 3.8143 1.0995 -1.8471
H 1.6385 1.1568 -2.3800
H 1.0401 -0.2932 -3.4072
H 2.3368 2.2131 -4.4783
H 1.3221 0.9860 -5.2374
H 4.3086 0.8880 -4.6561
H 3.5072 0.7807 -6.2776
H 4.3195 -1.5002 -5.5245
H 2.6180 -1.3978 -5.7671
H 3.9735 -2.2035 -3.3297
H 2.1812 -2.1567 -3.7573
H 5.1199 -3.0093 -0.1947
H 4.5836 -5.3874 -0.0680
H 2.2157 -6.0289 0.6599
H 0.6293 -4.2578 1.2506
H 1.1841 -1.9727 0.9283
H 4.7126 -1.6774 2.4035
H 6.4770 -0.9898 4.0275
H 7.7364 1.1601 3.6940
H 7.1607 2.5396 1.6264
H 5.7102 1.5844 -0.1129
C -3.0502 -1.0190 6.8821
C -3.7424 0.2946 6.4556
C -3.4814 1.3740 7.5156
C -4.1176 2.7075 7.1153
C -3.7794 3.0879 5.7111
C -3.8955 4.3933 5.2716
C -3.3981 4.7300 3.9692
F -3.4913 6.0343 3.6010
C -2.7440 3.8356 3.1634
C -2.7119 2.4802 3.5033
C -2.2018 1.5121 2.5437
O -1.5966 1.9192 1.5319
C -2.4555 0.1073 2.9431
C -2.9892 -0.1466 4.2006
N -3.3064 0.7927 5.1237
C -3.3098 2.1265 4.7846
C -2.3589 -1.1008 2.0142
O -3.0743 -1.0794 0.9404
O -1.6312 -2.0814 2.3089
H -3.3786 -1.1685 7.9446
H -1.9764 -0.8026 6.8703
H -3.2960 -1.8423 6.2563
H -4.8561 0.1160 6.3960
H -2.3815 1.4758 7.5616
H -3.8267 1.0740 8.5608
H -3.8661 3.5515 7.7912
H -5.2097 2.6534 7.2145
H -4.3540 5.2063 5.8307
H -2.2916 4.1650 2.2251
H -3.2412 -1.1541 4.3899
C -2.9096 4.0200 -5.3149
N -2.4932 4.2002 -3.8987
C -3.5055 4.9102 -3.0488
C -1.7525 3.2759 -3.2528
N -0.9948 2.6402 -2.6385
H -4.0033 4.0056 -5.3259
H -2.3697 3.2115 -5.7965
H -2.6880 4.9578 -5.8906
H -3.0624 5.0983 -2.0580
H -4.4824 4.3661 -2.9196
H -3.6917 5.8826 -3.5227
Br -5.8261 -3.1707 -6.1906
C -4.1815 -3.8526 -5.6234
C -3.9658 -5.2800 -5.7994
N -2.8380 -5.8235 -5.4324
C -1.9625 -5.0713 -4.6957
C -2.1185 -3.7001 -4.4253
C -3.2700 -3.0880 -4.9288
C -0.9954 -2.9390 -3.7979
O 0.1010 -3.5204 -3.7628
O -1.1838 -1.7985 -3.3052
H -4.7528 -5.9113 -6.1892
H -1.1024 -5.5822 -4.3176
H -3.5334 -2.0300 -4.7716
*
```

Computed properties:
HOMO level, eV: -0.11
Kohn-Sham gap, eV: 3.467

This record from the OMol25 dataset describes a molecular structure, C42H44Cl2N2O5PPt. The level of theory is wB97M-V/def2-TZVPD.

```
! wB97M-V def2-TZVPD RIJCOSX def2/J DEFGRID3
* xyz 1 1
Pt 0.1190 0.2287 0.2808
C 1.0832 -2.8349 -1.0150
C -0.0634 -3.3813 -0.1635
C -0.0744 -4.9078 -0.2547
C -1.3740 -2.7509 -0.6625
C -2.6580 -3.5089 -0.2847
O -3.5184 -2.5022 0.2660
C -2.8290 -1.3629 0.3423
N -1.6292 -1.3964 -0.1150
C -3.6240 -0.2394 0.8532
C -4.8421 -0.5422 1.4646
C -5.7205 0.4571 1.8390
C -5.4040 1.7786 1.5711
C -4.1861 2.0905 0.9895
C -3.2735 1.0963 0.6458
P -1.6917 1.5277 -0.1516
C -2.1992 1.4771 -1.8971
C -1.6135 0.5556 -2.7603
C -1.9642 0.5442 -4.1025
C -2.8991 1.4480 -4.5818
C -3.4977 2.3577 -3.7201
C -3.1539 2.3714 -2.3792
C -1.4816 3.2856 0.2159
C -1.6146 3.7154 1.5381
C -1.5014 5.0592 1.8453
C -1.2081 5.9777 0.8458
C -1.0169 5.5483 -0.4597
C -1.1513 4.2052 -0.7762
H 2.0464 -3.1429 -0.6103
H 1.0539 -1.7464 -1.0418
H 1.0026 -3.2014 -2.0408
H 0.0859 -3.0748 0.8769
H -0.3867 -5.2343 -1.2491
H -0.7279 -5.3719 0.4827
H 0.9304 -5.2883 -0.0755
H -1.3007 -2.6493 -1.7514
H -2.4936 -4.2674 0.4784
H -3.1636 -3.9538 -1.1387
H -5.0991 -1.5757 1.6397
H -6.6566 0.2036 2.3161
H -6.0950 2.5721 1.8206
H -3.9444 3.1257 0.8043
H -0.8890 -0.1453 -2.3640
H -1.5084 -0.1719 -4.7733
H -3.1677 1.4408 -5.6295
H -4.2315 3.0600 -4.0915
H -3.6275 3.0748 -1.7064
H -1.8258 2.9958 2.3196
H -1.6578 5.3936 2.8621
H -1.1330 7.0296 1.0856
H -0.7727 6.2615 -1.2350
H -1.0080 3.8712 -1.7947
C 1.6732 2.1253 2.8351
O 1.0777 2.2836 1.5528
C 1.6952 3.2705 0.7431
C 2.2913 2.6283 -0.4867
O 1.2544 2.0078 -1.2286
C 1.7687 1.3760 -2.3961
H 1.3884 2.9580 3.4859
H 2.7601 2.0806 2.7630
H 1.3076 1.1885 3.2482
H 2.4908 3.7825 1.2887
H 0.9404 4.0045 0.4578
H 3.0388 1.8813 -0.1985
H 2.7767 3.3980 -1.1000
H 2.3027 2.1060 -3.0125
H 0.9176 0.9840 -2.9470
H 2.4535 0.5684 -2.1252
Cl 7.3840 -3.1747 -0.9193
C 7.5106 -1.6600 -1.7557
C 8.4490 -1.5145 -2.7594
C 8.5486 -0.3057 -3.4275
C 7.6858 0.7318 -3.1222
C 6.7444 0.5740 -2.1192
Cl 5.6133 1.8504 -1.8221
C 6.6626 -0.6100 -1.3736
N 5.7529 -0.7890 -0.3328
C 5.7025 -0.0227 0.8353
C 6.6238 1.0029 1.0710
C 6.5829 1.7435 2.2369
C 5.6296 1.4668 3.2048
C 4.7342 0.4334 2.9900
C 4.7458 -0.3165 1.8194
C 3.7166 -1.4124 1.6710
C 2.3972 -0.8419 1.1744
O 1.3540 -0.9244 1.8728
O 2.3634 -0.3054 0.0341
H 9.1056 -2.3373 -3.0029
H 9.2960 -0.1782 -4.1974
H 7.7319 1.6638 -3.6672
H 5.4624 -1.7462 -0.2248
H 7.3986 1.2023 0.3452
H 7.3044 2.5342 2.3919
H 5.5966 2.0342 4.1253
H 4.0007 0.1901 3.7500
H 3.5498 -1.9003 2.6292
H 4.0230 -2.1692 0.9476
*
```

Computed properties:
HOMO level (alpha / beta), eV: -9.64 / -9.64
Kohn-Sham gap (alpha / beta), eV: 5.671 / 5.667

This record from the OMol25 dataset describes a molecular structure, C42H44N2O6PSr. The level of theory is wB97M-V/def2-TZVPD.

```
! wB97M-V def2-TZVPD RIJCOSX def2/J DEFGRID3
* xyz -1 1
Sr 0.4408 0.3278 -0.9909
C 1.9831 0.8561 2.3835
C 2.5073 -0.5089 2.0149
O 2.1520 -0.8438 0.6759
C 3.2241 -1.1475 -0.2054
C 3.8232 0.0854 -0.8498
O 2.8616 0.6378 -1.7506
C 3.1649 1.9550 -2.2146
C 1.8975 2.7853 -2.2708
O 1.3314 2.7856 -0.9730
C 0.7655 3.9796 -0.4910
C 0.1918 3.1357 1.9275
O 0.5576 0.8475 2.4558
H 2.3426 1.5952 1.6585
H 2.3661 1.1366 3.3702
H 2.0857 -1.2794 2.6676
H 3.5962 -0.5037 2.1264
H 2.8080 -1.8186 -0.9619
H 4.0144 -1.6851 0.3302
H 4.7167 -0.2121 -1.4155
H 4.0902 0.8402 -0.1038
H 3.5991 1.8832 -3.2189
H 3.8535 2.4300 -1.5149
H 1.1609 2.3891 -2.9826
H 2.1725 3.8000 -2.5808
H -0.2995 4.0044 -0.7647
H 1.2561 4.8329 -0.9733
H -0.7927 3.5457 2.1702
H 0.7339 3.0853 2.8723
O 3.6050 2.7900 0.7269
C 3.5165 3.9166 1.3227
C 4.6837 4.5413 1.8606
C 4.6571 5.7465 2.5261
C 3.4560 6.4264 2.7060
C 2.3042 5.8504 2.1907
C 2.2846 4.6337 1.5104
C 0.9126 4.1742 1.0186
N -0.0303 1.7305 1.4767
C -1.4571 1.3946 1.5970
C -2.2908 2.0557 0.5135
N -1.9657 1.4974 -0.7865
C -2.9335 1.3000 -1.5962
C -2.8824 0.7627 -2.9350
C -4.1212 0.5267 -3.5577
C -4.2233 0.0132 -4.8270
C -3.0374 -0.2737 -5.5214
C -1.8105 -0.0458 -4.9568
C -1.6629 0.4773 -3.6364
O -0.5031 0.6698 -3.1410
H 5.6164 4.0064 1.7194
H 5.5821 6.1650 2.9109
H 3.4171 7.3752 3.2251
H 1.3609 6.3770 2.3180
H 0.2979 5.0712 1.1646
H -1.8173 1.6699 2.5979
H -1.5500 0.3129 1.4890
H -2.1007 3.1350 0.4989
H -3.3541 1.9191 0.7572
H -3.9543 1.5490 -1.2630
H -5.0237 0.7592 -2.9996
H -5.1895 -0.1688 -5.2779
H -3.0901 -0.6875 -6.5225
H -0.8973 -0.2771 -5.4905
C 0.9946 -3.7077 3.9123
C 1.2531 -4.2057 2.6422
C 0.4691 -3.8187 1.5631
C -0.5821 -2.9221 1.7375
C -0.8159 -2.4089 3.0133
C -0.0448 -2.8053 4.0957
P -1.6430 -2.3391 0.3540
C -3.1859 -3.2952 0.6597
C -3.3460 -4.2883 1.6217
C -4.5575 -4.9558 1.7576
C -5.6237 -4.6466 0.9274
C -5.4753 -3.6594 -0.0392
C -4.2711 -2.9868 -0.1649
C -0.9104 -3.1534 -1.0917
C -1.2721 -4.4178 -1.5596
C -0.5966 -4.9520 -2.6452
C 0.4324 -4.2176 -3.2273
C 0.7735 -2.9650 -2.7299
C 0.1134 -2.3581 -1.6438
H 1.6074 -4.0104 4.7524
H 2.0683 -4.9024 2.4889
H 0.6757 -4.2054 0.5727
H -1.6128 -1.6881 3.1615
H -0.2444 -2.3952 5.0780
H -2.5169 -4.5468 2.2690
H -4.6632 -5.7260 2.5119
H -6.5655 -5.1706 1.0312
H -6.3004 -3.4111 -0.6951
H -4.1600 -2.2152 -0.9202
H -2.0741 -4.9754 -1.0847
H -0.8662 -5.9260 -3.0368
H 0.9611 -4.6269 -4.0832
H 1.5761 -2.4307 -3.2379
*
```

Computed properties:
HOMO level, eV: -4.13
Kohn-Sham gap, eV: 6.554

This record from the OMol25 dataset describes a molecular structure, C42H44O3P2STc. The level of theory is wB97M-V/def2-TZVPD.

```
! wB97M-V def2-TZVPD RIJCOSX def2/J DEFGRID3
* xyz 2 4
Tc -1.8535 0.5226 -2.2294
C -2.4973 1.0597 -3.9986
C -2.2970 -0.3889 -3.8847
C -1.0694 -1.0144 -4.5130
C 0.2470 -0.5561 -3.8746
C 0.1025 0.0895 -2.5078
C -0.3388 1.6401 -2.4564
C -0.3021 2.3570 -3.7771
C -1.4919 1.9680 -4.6939
C 2.2841 -0.1101 2.0997
H -3.5282 1.3752 -4.1882
H -3.1938 -0.9988 -4.0235
H -1.0462 -0.8190 -5.5970
H -1.1325 -2.1081 -4.4300
H 0.9160 -1.4213 -3.7718
H 0.7827 0.1290 -4.5358
H 1.1443 0.2898 -2.2127
H 0.2513 2.1304 -1.6831
H 0.6680 2.2289 -4.2778
H -0.3796 3.4343 -3.5717
H -2.0267 2.8952 -4.9527
H -1.1442 1.5625 -5.6534
H 1.5872 0.7116 2.3026
H 3.3056 0.1953 2.3706
H 2.0070 -0.9970 2.6861
P 0.1585 -2.3164 1.3612
P 2.3219 -0.5028 0.3395
C -0.3137 -0.8239 -1.2967
C 0.7556 -1.3351 -0.3026
C -1.2749 -3.2742 0.8271
C -1.1207 -4.1977 -0.2218
C -2.2170 -4.9120 -0.7013
C -3.4752 -4.7499 -0.1138
C -3.6451 -3.8092 0.9033
C -2.5506 -3.0898 1.3810
C -3.2050 1.7239 -1.0567
C -2.9433 3.0695 -0.8513
C -4.0183 3.9144 -0.5280
C -5.3015 3.3887 -0.3611
C -5.5132 2.0113 -0.4819
C -4.4441 1.1591 -0.7867
C 3.8851 -1.4340 0.1949
C 3.9027 -2.8243 0.4178
C 5.1185 -3.5138 0.4422
C 6.3230 -2.8274 0.2543
C 6.3182 -1.4416 0.0705
C 5.1079 -0.7453 0.0746
C 2.6369 1.0458 -0.5101
C 2.1959 2.2671 0.0297
C 2.4583 3.4596 -0.6462
C 3.1167 3.4411 -1.8785
C 3.5531 2.2299 -2.4222
C 3.3411 1.0369 -1.7316
H -0.8834 -1.7332 -1.5899
H 1.2143 -2.1855 -0.8581
H -0.1264 -4.3608 -0.6424
H -2.0769 -5.6017 -1.5274
H -4.3191 -5.3583 -0.4429
H -4.6216 -3.6326 1.3410
H -2.7204 -2.3930 2.1994
H -1.9273 3.4384 -0.9700
H -3.8385 4.9830 -0.4182
H -6.1391 4.0502 -0.1275
H -6.5088 1.5914 -0.3420
H -4.5620 0.0784 -0.8507
H 2.9640 -3.3572 0.5875
H 5.1274 -4.5907 0.6098
H 7.2694 -3.3665 0.2634
H 7.2498 -0.8950 -0.0714
H 5.1231 0.3425 -0.0221
H 1.6524 2.2808 0.9720
H 2.1420 4.4021 -0.1967
H 3.2976 4.3760 -2.4142
H 4.0707 2.2058 -3.3824
H 3.7322 0.0975 -2.1341
C 0.6483 0.5525 7.6647
C 0.0063 0.5759 6.3114
C -0.4075 -0.6312 5.7483
C -1.0166 -0.6600 4.5039
C -1.0888 0.5149 3.7413
C -0.7212 1.7418 4.3073
C -0.1974 1.7617 5.5967
S -1.4246 0.4179 2.0207
O -0.7506 -1.1023 1.9516
O -2.8209 0.2714 1.6946
O -0.5773 1.2617 1.2088
H -0.0283 0.1058 8.4021
H 1.5602 -0.0563 7.6587
H 0.9059 1.5617 7.9898
H -0.2484 -1.5643 6.2908
H -1.3688 -1.6145 4.1220
H -0.8352 2.6526 3.7188
H 0.0805 2.7137 6.0540
*
```

Computed properties:
HOMO level (alpha / beta), eV: -12.91 / -13.39
Kohn-Sham gap (alpha / beta), eV: 7.203 / 5.725

no.,maximum force (eV/Å)
1,4.817
2,3.262
3,3.712
4,0.622
5,9.028